[1]
Density functional theory data (ωB97M-V with the def2-TZVPD basis set) for a structure of composition C33H77MnN10O11 at a distorted geometry.

Last column: Löwdin charge in e.
Geometry (Å):
Mn1 -3.862 -0.066 -0.299  1.08
C1 -0.034 0.201 -1.137  -0.04
C2 -0.559 -0.767 -0.074  -0.54
C3 0.261 -0.430 1.217  -0.07
O1 -1.930 -0.721 0.240  -0.34
H1 -0.274 1.203 -0.782  0.06
H2 -0.663 0.061 -2.017  0.06
H3 1.045 0.167 -1.282  0.06
H4 -0.238 -1.763 -0.379  0.11
H5 -0.085 0.539 1.579  0.07
H6 1.342 -0.399 1.087  0.05
H7 0.070 -1.127 2.033  0.04
C4 2.367 2.711 0.543  -0.34
O2 2.241 3.628 -0.274  -0.02
N1 3.475 2.075 1.044  -0.13
C5 3.305 1.115 2.178  -0.05
C6 4.831 2.394 0.572  -0.04
H8 1.377 2.374 0.887  0.10
H9 3.842 0.189 1.970  0.07
H10 2.284 0.773 2.346  0.05
H11 3.719 1.449 3.129  0.08
H12 4.802 3.352 0.052  0.09
H13 5.356 2.655 1.491  0.09
H14 5.441 1.771 -0.082  0.08
C7 -0.608 -2.862 -4.031  -0.31
O3 -0.401 -4.001 -3.573  -0.03
N2 0.181 -2.160 -4.902  -0.17
C8 1.262 -2.876 -5.575  -0.04
C9 0.051 -0.762 -5.116  -0.06
H15 -1.518 -2.273 -3.835  0.13
H16 1.390 -3.948 -5.424  0.09
H17 2.301 -2.606 -5.387  0.08
H18 1.097 -2.832 -6.651  0.10
H19 1.003 -0.297 -4.862  0.07
H20 -0.224 -0.501 -6.138  0.10
H21 -0.708 -0.373 -4.436  0.06
C10 -3.418 -2.743 2.676  -0.33
O4 -4.583 -2.387 3.005  -0.04
N3 -2.893 -3.954 2.783  -0.22
C11 -1.466 -4.126 2.706  -0.03
C12 -3.791 -5.039 2.877  -0.05
H22 -2.665 -2.091 2.207  0.11
H23 -1.376 -5.099 2.223  0.09
H24 -1.145 -4.327 3.728  0.10
H25 -0.887 -3.297 2.299  0.09
H26 -3.696 -5.585 1.938  0.08
H27 -3.497 -5.639 3.738  0.10
H28 -4.848 -4.945 3.128  0.10
C13 -4.678 -2.937 -1.610  -0.28
O5 -4.251 -1.767 -1.648  -0.08
N4 -4.018 -4.026 -1.324  -0.17
C14 -4.662 -5.303 -1.608  -0.01
C15 -2.764 -4.083 -0.684  -0.01
H29 -5.681 -3.250 -1.939  0.15
H30 -4.527 -5.831 -0.664  0.09
H31 -4.316 -5.809 -2.508  0.11
H32 -5.745 -5.212 -1.697  0.09
H33 -2.794 -4.680 0.227  0.08
H34 -2.133 -4.519 -1.458  0.10
H35 -2.337 -3.084 -0.598  0.08
C16 0.741 4.178 4.253  -0.37
O6 0.961 4.094 3.053  0.01
N5 -0.117 3.450 4.916  -0.18
C17 -0.041 3.582 6.342  -0.05
C18 -0.979 2.453 4.330  -0.04
H36 1.350 4.840 4.888  0.14
H37 0.403 2.684 6.772  0.08
H38 -1.023 3.264 6.693  0.09
H39 0.380 4.495 6.762  0.11
H40 -0.650 1.423 4.468  0.09
H41 -1.970 2.399 4.780  0.10
H42 -1.164 2.517 3.257  0.07
C19 4.350 -2.386 -2.959  -0.30
O7 5.253 -1.665 -3.409  -0.03
N6 3.877 -2.286 -1.648  -0.14
C20 2.735 -3.103 -1.113  -0.04
C21 4.453 -1.308 -0.617  -0.03
H43 3.875 -3.187 -3.547  0.13
H44 2.199 -2.759 -0.228  0.08
H45 3.208 -4.058 -0.884  0.08
H46 2.022 -3.462 -1.855  0.07
H47 4.754 -1.790 0.313  0.08
H48 5.302 -0.718 -0.963  0.08
H49 3.619 -0.675 -0.314  0.05
C22 3.905 -1.179 4.443  -0.29
O8 4.061 -2.055 3.563  -0.01
N7 2.686 -0.760 4.983  -0.19
C23 2.652 0.505 5.701  -0.07
C24 1.443 -1.165 4.379  -0.06
H50 4.700 -0.643 4.985  0.13
H51 2.081 0.550 6.628  0.08
H52 2.198 1.250 5.049  0.07
H53 3.676 0.757 5.977  0.09
H54 1.104 -0.487 3.596  0.04
H55 1.485 -2.195 4.024  0.09
H56 0.769 -1.185 5.235  0.10
C25 -3.523 2.733 1.477  -0.18
O9 -3.468 1.847 0.551  -0.13
N8 -2.670 3.815 1.488  -0.15
C26 -2.579 4.717 2.621  -0.04
C27 -1.690 4.006 0.432  -0.01
H57 -4.260 2.725 2.294  0.15
H58 -2.786 5.689 2.174  0.10
H59 -1.562 4.702 3.013  0.07
H60 -3.314 4.568 3.412  0.10
H61 -2.116 4.212 -0.550  0.06
H62 -1.009 4.828 0.654  0.11
H63 -1.156 3.082 0.211  0.09
C28 3.420 0.719 -5.242  -0.32
O10 2.962 0.748 -6.411  -0.04
N9 2.929 1.439 -4.201  -0.15
C29 3.486 1.289 -2.803  -0.02
C30 1.773 2.371 -4.288  -0.04
H64 4.239 0.039 -4.960  0.12
H65 4.290 0.553 -2.810  0.06
H66 2.631 0.907 -2.244  0.05
H67 3.758 2.240 -2.346  0.08
H68 1.259 2.407 -5.249  0.08
H69 0.902 1.908 -3.825  0.06
H70 1.956 3.333 -3.810  0.09
C31 -3.223 1.303 -3.310  -0.27
O11 -3.426 0.778 -2.233  -0.06
N10 -3.294 2.620 -3.556  -0.14
C32 -2.768 3.100 -4.866  -0.02
C33 -3.503 3.601 -2.541  -0.04
H71 -2.780 0.701 -4.119  0.14
H72 -3.382 3.778 -5.459  0.09
H73 -2.490 2.329 -5.585  0.09
H74 -1.855 3.689 -4.770  0.09
H75 -2.740 4.377 -2.481  0.09
H76 -4.398 4.114 -2.893  0.11
H77 -3.679 3.203 -1.542  0.07

The spin multiplicity is 6. As for the HOMO-LUMO gap (alpha / beta): 0.301 / 0.288 Ha. The value obtained for the HOMO energy (alpha / beta) is -10.60 / -10.61 eV. The energy above the lowest of the compared OMol25 structures with the same formula, charge and spin comes out at 0.0 kcal/mol. Its largest force on an atom is 3.30 eV/A. As for the net charge: +1.

[2]
Density functional theory data (ωB97M-V with the def2-TZVPD basis set) for a cluster of 9 separate species, C33H80ClN8O9 in total at a distorted geometry.

Last column: Löwdin charge in e.
Geometry (Å):
Cl1 0.769 -0.375 -1.106  0.60
O1 -0.102 0.041 -0.045  -0.38
O2 0.875 -1.806 -1.300  -0.37
O3 0.191 0.287 -2.229  -0.38
O4 2.092 0.122 -0.821  -0.37
C1 -5.370 -3.390 2.369  -0.07
C2 -5.289 -4.693 1.555  -0.27
N1 -4.591 -4.561 0.273  -0.17
C3 -3.113 -4.448 0.480  -0.23
C4 -2.505 -3.568 -0.634  -0.06
C5 -4.806 -5.777 -0.542  -0.26
C6 -6.233 -5.912 -1.088  -0.10
H1 -5.923 -3.558 3.293  0.07
H2 -5.890 -2.626 1.791  0.07
H3 -4.348 -3.095 2.607  0.03
H4 -4.956 -5.511 2.193  0.11
H5 -6.301 -5.011 1.304  0.10
H6 -2.927 -3.874 1.388  0.07
H7 -2.611 -5.408 0.595  0.11
H8 -1.484 -3.302 -0.361  0.06
H9 -2.427 -4.122 -1.569  0.07
H10 -3.098 -2.659 -0.736  0.05
H11 -4.524 -6.675 0.007  0.11
H12 -4.142 -5.757 -1.406  0.11
H13 -6.775 -4.967 -1.119  0.07
H14 -6.901 -6.555 -0.516  0.06
H15 -6.227 -6.310 -2.103  0.06
C7 3.324 4.971 0.159  -0.09
C8 2.417 3.934 0.774  -0.29
N2 1.050 4.341 1.048  -0.14
C9 0.207 3.175 1.338  -0.26
C10 -1.236 3.573 1.439  -0.09
C11 1.076 5.458 2.100  -0.22
C12 1.488 5.035 3.478  -0.11
H16 4.298 4.528 -0.050  0.07
H17 3.674 5.705 0.885  0.07
H18 2.954 5.338 -0.798  0.06
H19 2.332 3.075 0.109  0.10
H20 2.947 3.512 1.628  0.10
H21 0.425 2.584 2.227  0.10
H22 0.374 2.475 0.519  0.09
H23 -1.774 2.680 1.759  0.07
H24 -1.740 3.952 0.550  0.06
H25 -1.493 4.343 2.167  0.06
H26 1.687 6.299 1.775  0.10
H27 0.072 5.859 2.241  0.09
H28 1.357 5.788 4.255  0.07
H29 0.951 4.144 3.802  0.07
H30 2.558 4.849 3.580  0.06
C13 0.543 -1.016 5.866  -0.08
C14 -0.611 -1.174 4.888  -0.22
N3 -0.732 -2.627 4.520  -0.19
C15 0.261 -3.121 3.616  -0.24
C16 0.170 -2.499 2.220  -0.07
C17 -2.087 -2.948 4.117  -0.29
C18 -3.050 -2.893 5.306  -0.08
H31 0.494 -1.801 6.621  0.08
H32 0.630 -0.059 6.379  0.07
H33 1.469 -1.212 5.325  0.04
H34 -1.537 -0.872 5.376  0.09
H35 -0.570 -0.494 4.037  0.11
H36 1.255 -2.930 4.020  0.10
H37 0.067 -4.189 3.520  0.11
H38 0.834 -3.032 1.539  0.08
H39 -0.847 -2.494 1.829  0.06
H40 0.535 -1.472 2.241  0.04
H41 -2.187 -3.950 3.699  0.11
H42 -2.360 -2.217 3.356  0.10
H43 -4.096 -3.034 5.033  0.05
H44 -3.095 -1.922 5.799  0.06
H45 -2.690 -3.648 6.004  0.08
C19 -3.139 2.150 -1.435  -0.28
O5 -3.156 3.400 -1.589  -0.05
N4 -4.163 1.236 -1.536  -0.17
C20 -5.555 1.575 -1.861  -0.06
C21 -3.868 -0.232 -1.431  -0.04
H46 -2.194 1.618 -1.245  0.12
H47 -6.249 1.316 -1.062  0.08
H48 -5.808 1.242 -2.868  0.09
H49 -5.644 2.661 -1.886  0.08
H50 -4.627 -0.770 -0.862  0.08
H51 -3.824 -0.598 -2.456  0.09
H52 -2.882 -0.413 -1.002  0.07
C22 4.004 -2.378 -2.566  -0.25
O6 5.059 -2.580 -1.859  -0.06
N5 3.987 -2.344 -3.936  -0.19
C23 5.199 -2.521 -4.725  -0.06
C24 2.820 -2.069 -4.761  -0.06
H53 2.989 -2.201 -2.179  0.10
H54 5.022 -3.207 -5.553  0.08
H55 6.027 -2.884 -4.117  0.08
H56 5.599 -1.589 -5.125  0.08
H57 1.985 -1.992 -4.064  0.08
H58 2.819 -1.100 -5.261  0.08
H59 2.522 -2.865 -5.443  0.09
C25 4.051 -2.586 2.100  -0.31
O7 4.817 -3.510 2.366  -0.01
N6 3.857 -1.498 2.891  -0.17
C26 4.597 -1.284 4.133  -0.06
C27 3.054 -0.324 2.564  -0.06
H60 3.355 -2.558 1.247  0.13
H61 5.139 -0.339 4.167  0.08
H62 5.307 -2.090 4.322  0.08
H63 3.887 -1.227 4.957  0.07
H64 3.755 0.467 2.300  0.09
H65 2.285 -0.567 1.830  0.06
H66 2.499 0.110 3.396  0.08
C28 3.853 3.946 -3.279  -0.29
O8 3.906 5.216 -3.476  -0.07
N7 3.708 2.984 -4.208  -0.19
C29 3.324 1.608 -3.892  -0.03
C30 3.684 3.346 -5.593  -0.05
H67 3.744 3.480 -2.287  0.12
H68 2.332 1.449 -4.315  0.09
H69 3.266 1.466 -2.813  0.08
H70 4.026 0.843 -4.226  0.08
H71 4.136 2.504 -6.118  0.09
H72 2.704 3.550 -6.024  0.09
H73 4.346 4.204 -5.709  0.09
C31 -0.247 3.177 -4.850  -0.35
O9 -0.238 3.145 -6.099  -0.06
N8 0.024 4.256 -4.138  -0.17
C32 -0.015 4.242 -2.665  -0.03
C33 0.385 5.541 -4.721  -0.03
H74 -0.470 2.323 -4.191  0.13
H75 0.911 4.572 -2.194  0.07
H76 -0.087 3.222 -2.287  0.07
H77 -0.870 4.810 -2.300  0.09
H78 -0.346 6.258 -4.349  0.09
H79 1.437 5.707 -4.489  0.08
H80 0.235 5.595 -5.799  0.08

As for the HOMO-LUMO gap: 0.316 Ha. The value obtained for the HOMO energy is -6.29 eV. The energy above the lowest of the compared OMol25 structures with the same formula, charge and spin comes out at 27.6 kcal/mol. Its largest force on an atom is 4.61 eV/A. As for the net charge: -1.

[3]
Density functional theory data (ωB97M-V with the def2-TZVPD basis set) for a structure of composition C33H81Cl2F6N5O14PPb at a distorted geometry.

Last column: Löwdin charge in e.
Geometry (Å):
Pb1 -1.490 -1.219 2.586  1.65
P1 0.272 0.863 0.484  0.19
F1 0.954 2.298 0.719  -0.13
F2 1.340 0.568 -0.684  -0.13
F3 1.255 0.135 1.553  -0.17
F4 -0.459 -0.605 0.280  -0.27
F5 -0.767 1.118 1.712  -0.22
F6 -0.793 1.505 -0.537  -0.14
C1 -5.646 0.527 0.755  -0.03
C2 -4.213 0.458 1.268  -0.41
C3 -4.177 1.090 2.671  -0.14
O1 -3.013 0.651 3.412  -0.38
C4 -2.937 1.133 4.758  -0.06
N1 -3.653 -0.887 1.308  -0.03
H1 -5.944 1.554 0.553  0.09
H2 -6.319 0.106 1.508  0.09
H3 -5.778 -0.102 -0.125  0.09
H4 -3.636 1.146 0.646  0.12
H5 -5.083 0.902 3.257  0.13
H6 -4.054 2.175 2.645  0.14
H7 -2.053 1.768 4.800  0.09
H8 -2.885 0.254 5.402  0.09
H9 -3.820 1.685 5.081  0.11
H10 -3.781 -1.412 0.434  0.06
H11 -4.314 -1.366 1.928  0.11
C5 -3.534 3.672 -0.743  -0.07
C6 -2.624 4.145 -1.900  -0.42
C7 -1.592 5.218 -1.484  -0.21
O2 -1.049 5.749 -2.669  -0.21
C8 -0.359 6.976 -2.568  -0.09
N2 -1.984 2.995 -2.523  0.05
H12 -2.935 3.611 0.169  0.07
H13 -4.083 2.768 -1.001  0.06
H14 -4.320 4.418 -0.601  0.07
H15 -3.298 4.673 -2.578  0.13
H16 -0.822 4.708 -0.896  0.13
H17 -2.149 6.013 -0.974  0.13
H18 -1.007 7.745 -2.133  0.09
H19 -0.095 7.280 -3.577  0.09
H20 0.521 6.832 -1.934  0.09
H21 -1.328 3.388 -3.194  0.06
H22 -1.430 2.459 -1.858  0.03
C9 -4.225 -6.697 -0.589  -0.06
C10 -3.600 -5.350 -0.297  -0.43
C11 -4.560 -4.189 -0.642  -0.17
O3 -3.978 -2.902 -0.571  -0.25
C12 -2.939 -2.621 -1.489  -0.07
N3 -3.166 -5.290 1.110  0.05
H23 -5.118 -6.907 0.004  0.09
H24 -3.492 -7.492 -0.456  0.08
H25 -4.600 -6.827 -1.608  0.08
H26 -2.689 -5.224 -0.884  0.11
H27 -5.401 -4.274 0.050  0.13
H28 -5.016 -4.301 -1.632  0.13
H29 -2.081 -3.280 -1.332  0.08
H30 -2.590 -1.594 -1.358  0.09
H31 -3.260 -2.687 -2.532  0.11
H32 -2.595 -4.457 1.225  0.06
H33 -3.989 -5.149 1.692  0.08
C13 -0.487 -1.468 6.811  -0.05
C14 0.088 -0.205 6.142  -0.39
C15 1.593 0.009 6.417  -0.19
O4 2.197 0.901 5.521  -0.18
C16 1.795 2.256 5.668  -0.07
N4 -0.093 -0.379 4.667  -0.07
H34 0.103 -2.344 6.525  0.09
H35 -1.510 -1.715 6.524  0.07
H36 -0.461 -1.406 7.898  0.09
H37 -0.549 0.652 6.364  0.12
H38 2.108 -0.949 6.335  0.14
H39 1.737 0.298 7.463  0.14
H40 1.957 2.689 6.654  0.10
H41 0.762 2.354 5.315  0.08
H42 2.346 2.858 4.946  0.08
H43 0.321 -1.299 4.473  0.04
H44 0.678 0.214 4.320  0.08
C17 -0.082 -7.229 -0.507  -0.07
C18 0.584 -6.335 0.545  -0.40
C19 1.025 -4.966 -0.003  -0.19
O5 1.401 -4.178 1.122  -0.20
C20 2.193 -3.080 0.723  -0.12
N5 -0.340 -6.173 1.688  0.03
H45 -0.899 -6.761 -1.065  0.05
H46 -0.464 -8.171 -0.112  0.08
H47 0.652 -7.494 -1.277  0.08
H48 1.457 -6.861 0.939  0.14
H49 0.238 -4.439 -0.557  0.12
H50 1.892 -5.131 -0.648  0.13
H51 3.165 -3.425 0.367  0.09
H52 2.359 -2.380 1.546  0.08
H53 1.686 -2.430 -0.002  0.07
H54 -1.263 -6.115 1.248  0.01
H55 -0.404 -7.125 2.050  0.07
C21 2.193 3.260 -2.538  -0.04
C22 3.220 2.348 -3.215  -0.21
O6 3.337 2.668 -4.592  0.06
C23 3.770 1.720 -5.415  -0.61
O7 3.909 0.546 -5.162  0.12
O8 4.007 2.258 -6.594  0.02
C24 4.458 1.364 -7.602  -0.04
H56 2.174 2.911 -1.504  0.05
H57 1.211 3.063 -2.975  0.07
H58 2.350 4.336 -2.555  0.08
H59 2.979 1.306 -3.013  0.09
H60 4.197 2.588 -2.783  0.12
H61 4.461 1.917 -8.535  0.10
H62 3.862 0.456 -7.695  0.10
H63 5.446 0.955 -7.385  0.10
C25 -1.735 -5.812 -4.335  -0.05
C26 -0.364 -5.241 -4.039  -0.21
O9 -0.441 -3.894 -3.556  0.01
C27 0.672 -3.182 -3.529  -0.62
O10 1.786 -3.636 -3.569  0.14
O11 0.305 -1.917 -3.294  0.00
C28 1.342 -0.921 -3.278  -0.03
H64 -2.327 -5.989 -3.434  0.06
H65 -1.689 -6.832 -4.718  0.09
H66 -2.271 -5.148 -5.010  0.08
H67 0.323 -5.291 -4.885  0.13
H68 0.157 -5.823 -3.273  0.11
H69 2.113 -1.195 -2.556  0.07
H70 0.946 0.024 -2.922  0.08
H71 1.810 -0.842 -4.257  0.10
C29 3.017 4.131 1.877  -0.06
C30 4.358 4.336 1.221  -0.22
O12 4.734 5.701 1.456  0.04
C31 4.723 6.591 0.473  -0.61
O13 4.361 6.412 -0.661  0.12
O14 5.298 7.692 0.929  0.01
C32 5.319 8.831 0.080  -0.04
H72 3.080 4.304 2.955  0.07
H73 2.719 3.089 1.776  0.05
H74 2.256 4.831 1.536  0.09
H75 4.391 4.066 0.165  0.11
H76 5.128 3.757 1.724  0.08
H77 4.299 9.222 0.059  0.10
H78 5.572 8.597 -0.954  0.09
H79 5.970 9.606 0.469  0.09
C33 4.524 1.105 0.035  -1.01
Cl1 5.712 1.163 1.347  0.56
Cl2 4.578 -0.483 -0.752  0.56
H80 3.558 1.310 0.481  -0.01
H81 4.798 1.815 -0.737  0.01

As for the HOMO-LUMO gap: 0.235 Ha. The value obtained for the HOMO energy is -10.53 eV. Its largest force on an atom is 2.56 eV/A. As for the net charge: +1.

Which value of net charge does entry 2 give?
-1

The lowest net charge belongs to which entry?
C33H80ClN8O9